DFT (ωB97M-V/def2-TZVPD) results for C18H25IrN8O2S as an isolated structure in a non-equilibrium geometry.

XYZ file:
```
55
Properties=species:S:1:pos:R:3:forces:R:3
Ir 0.2270 -0.2873 -0.1193 0.600 1.903 0.467
C 4.8366 0.0574 0.9654 -0.032 -0.061 -0.006
N 4.4678 -0.9406 -0.0464 0.008 -0.004 0.015
C 5.5191 -1.7745 -0.6361 -0.021 0.028 -0.009
C 3.1882 -1.0966 -0.3696 -0.002 0.123 0.032
N 2.2099 -0.4326 0.1934 -0.086 -0.565 0.027
N 2.8950 -2.0259 -1.3480 0.097 0.022 -0.072
C 1.6950 -2.1772 -1.9888 -0.103 -0.085 0.027
N 1.6909 -3.0721 -2.9891 -0.006 -0.022 0.004
N 0.6262 -1.5315 -1.6328 -0.307 -0.099 -0.086
H 5.9008 0.2493 0.8814 0.000 0.006 0.009
H 4.6193 -0.3077 1.9708 -0.007 0.010 0.005
H 4.3114 0.9962 0.7902 0.034 0.013 -0.022
H 6.4573 -1.5368 -0.1475 0.004 0.001 -0.007
H 5.6363 -1.5706 -1.7022 0.003 -0.010 -0.002
H 5.3305 -2.8365 -0.4639 0.010 0.000 0.005
H 2.4747 0.2489 0.8972 0.086 -0.109 0.043
H 3.6531 -2.6044 -1.6716 0.005 0.024 -0.012
H 2.5427 -3.4076 -3.4062 -0.001 0.004 -0.001
H 0.8376 -3.2858 -3.4779 0.009 0.031 -0.022
H -0.1861 -1.7755 -2.1857 0.014 0.051 -0.039
O -3.3025 1.3862 0.7145 0.001 -0.020 -0.021
C -2.4329 0.6277 0.3920 -0.083 0.082 0.062
O -1.2484 1.0020 -0.0625 -0.208 -0.238 -0.339
C -2.5337 -0.8571 0.4812 0.061 -0.086 -0.126
C -3.7485 -1.5176 0.6358 -0.039 -0.014 0.037
C -3.7426 -2.8834 0.6325 0.000 -0.037 -0.022
C -2.5176 -3.5801 0.5630 -0.009 0.023 0.033
C -2.4632 -4.9942 0.6400 -0.026 0.017 -0.009
C -1.2650 -5.6400 0.6799 0.019 -0.023 0.004
C -0.0658 -4.8955 0.6681 0.009 -0.008 0.002
C -0.0785 -3.5332 0.5619 -0.017 0.017 -0.020
C -1.3094 -2.8477 0.4700 0.050 0.114 0.207
N -1.3636 -1.4711 0.3633 0.175 -0.488 -0.077
H -4.6497 -0.9274 0.7228 0.014 0.018 0.005
H -4.6669 -3.4432 0.7018 0.006 -0.002 0.012
H -3.3935 -5.5449 0.6910 0.001 0.002 0.003
H -1.2262 -6.7178 0.7543 -0.002 0.001 0.000
H 0.8781 -5.4149 0.7692 0.002 0.003 -0.007
H 0.8409 -2.9678 0.6070 0.002 0.001 -0.005
S 1.3862 2.3513 0.6786 -0.167 -0.685 0.101
C 0.3964 2.9459 1.9800 -0.204 0.036 -0.151
N -0.8849 3.1925 1.7737 0.029 -0.043 0.027
C -1.8016 3.6994 2.7973 -0.026 0.027 0.034
C -1.2834 3.3181 4.1725 0.026 -0.003 -0.024
C 0.1693 3.7441 4.2985 -0.011 0.027 0.016
N 0.9282 3.1949 3.1710 0.081 0.003 -0.018
H -1.2476 2.9400 0.8667 -0.030 0.066 -0.026
H -2.7835 3.2733 2.6024 0.010 -0.020 -0.015
H -1.8819 4.7844 2.7062 0.011 -0.001 -0.036
H -1.3665 2.2388 4.3176 -0.003 0.003 0.006
H -1.8789 3.8069 4.9411 -0.001 -0.010 0.003
H 0.6142 3.3673 5.2173 0.007 -0.008 -0.007
H 0.2523 4.8328 4.3059 0.017 0.001 -0.018
H 1.9207 3.0543 3.2563 0.000 -0.015 0.014
```
Forces are in eV/Å.

E = -1791.5363 a.u.
LUMO level = -6.47 eV
net charge = +2

Atomic partial charges in e from the Mulliken method, atoms 1 to 6: atom 1 (Ir): 0.67, atom 2 (C): -1.02, atom 3 (N): 0.06, atom 4 (C): -1.03, atom 5 (C): 0.88, atom 6 (N): -0.76